Record 1
{
  "formula": "C7H16SSi",
  "method": "ωB97M-V/def2-TZVPD",
  "symbols": ["H", "S", "H", "C", "H", "H", "H", "C", "H", "H", "H", "H", "H", "H", "C", "H", "H", "C", "C", "H", "H", "C", "C", "Si", "H"],
  "coordinates": [[-1.91472, -1.16294, -0.89826], [0.68478, 2.61544, 0.22722], [0.77868, -3.73779, 0.60125], [2.01389, -0.54175, -0.36513], [-0.20993, -3.26189, 1.83682], [1.38235, -2.58481, 1.77587], [-1.44840, 2.79809, -0.85320], [-1.55389, 0.37081, 1.86542], [-0.72514, -0.24845, -1.83891], [1.93629, 0.44968, -0.52751], [0.50205, 0.59591, 2.14315], [-0.72196, 3.42008, -3.03956], [-2.02175, -0.55462, 2.45658], [-1.60998, 1.34349, 2.63496], [-0.16009, 0.15998, 1.37793], [1.11125, 2.99362, -2.47670], [-0.72154, -2.04502, -1.65323], [0.55714, -2.87606, 1.20585], [-0.36612, 2.73373, -1.08880], [-2.21727, 0.58596, 1.09993], [2.85315, -0.90709, 0.20743], [0.02781, 3.02789, -2.28121], [-0.86492, -1.09897, -1.19074], [0.38026, -1.24550, 0.16579], [2.30807, -0.82981, -1.38493]],
  "atomic_forces_ev_per_a": [[0.046, 0.300, 0.346], [0.108, -2.181, 1.949], [0.614, -0.204, -0.569], [0.576, -4.210, -1.266], [-0.919, 0.429, 0.603], [1.527, -0.027, 1.168], [0.596, -0.182, -0.154], [-0.017, 1.085, 4.021], [0.246, 0.103, -0.278], [-0.131, 3.539, 0.485], [0.255, -0.677, -0.539], [1.266, -0.787, 0.777], [1.263, 1.667, -1.193], [0.121, -2.678, -1.949], [0.554, 1.388, 0.882], [-0.633, 0.231, -0.345], [0.168, -0.754, -1.424], [-0.975, 0.855, -1.915], [-2.669, 0.099, 1.925], [-1.449, 0.262, -1.623], [0.261, 0.464, 0.596], [0.436, 1.076, -3.448], [-0.571, -0.609, 0.777], [-0.391, 1.441, 1.218], [-0.283, -0.633, -0.043]],
  "nbo_charge": [0.2424, -0.0527, 0.2416, -1.1144, 0.2436, 0.2316, 0.1951, -0.7139, 0.2630, 0.2663, 0.2017, 0.2037, 0.2413, 0.2199, -0.3583, 0.2015, 0.2327, -1.0588, -0.4144, 0.2229, 0.2400, -0.4133, -1.1254, 1.5637, 0.2404],
  "homo_lumo_gap_ha": 0.2434,
  "homo_ha": -0.28244,
  "relative_energy_kcal_mol": 86.6,
  "max_force_ev_per_a": 4.43
}

---

Record 2
{
  "formula": "C4H11NO",
  "method": "ωB97M-V/def2-TZVPD",
  "symbols": ["C", "C", "H", "H", "O", "H", "N", "H", "H", "H", "C", "C", "H", "H", "H", "H", "H"],
  "coordinates": [[1.76174, 1.19761, -0.47778], [-1.10977, -0.56510, 1.03222], [2.47970, 1.99995, -0.32916], [0.99300, 1.73410, -1.05693], [0.38682, -1.38902, -2.54648], [-3.25305, -0.13819, 0.74180], [-0.42585, 0.39008, 0.33367], [-0.50464, -1.24764, 1.60974], [-1.00629, 1.07801, -0.11274], [2.17414, 0.40379, -1.09172], [0.93454, 0.74199, 0.71977], [-2.43876, -0.72357, 1.15513], [0.24652, -1.04869, -1.64821], [1.31685, -0.02918, 1.37710], [0.29792, -2.34782, -2.46206], [0.87756, 1.67217, 1.28487], [-2.73043, -1.72847, 1.47078]],
  "atomic_forces_ev_per_a": [[-1.044, 0.032, -0.722], [-0.676, 0.510, 0.278], [0.424, -0.284, 0.638], [0.293, -0.226, -0.431], [-0.015, 0.059, -0.080], [0.419, 0.261, -0.203], [0.168, -0.951, 0.144], [0.323, -0.213, -0.363], [0.206, 0.235, -0.068], [0.049, -0.081, -0.078], [-0.120, 1.475, 0.051], [-0.197, -1.058, -0.241], [-0.004, -0.047, -0.015], [0.260, -0.170, -0.206], [0.007, 0.039, 0.125], [-0.015, 0.018, 0.740], [-0.079, 0.399, 0.431]],
  "nbo_charge": [-0.8074, -0.1180, 0.1982, 0.1877, -1.0693, 0.1831, -0.6263, 0.1792, 0.3800, 0.2128, -0.4953, -0.6226, 0.4662, 0.1944, 0.3906, 0.1596, 0.1873],
  "homo_lumo_gap_ha": [0.1029, 0.3187],
  "homo_ha": [0.04812, -0.16879],
  "relative_energy_kcal_mol": 21.9,
  "max_force_ev_per_a": 1.48,
  "charge": -1,
  "s_squared": 0.7503,
  "multiplicity": 2
}

---

Record 3
{
  "formula": "C25H19BrClCrNO9P",
  "method": "ωB97M-V/def2-TZVPD",
  "symbols": ["N", "C", "H", "C", "O", "H", "O", "H", "C", "H", "H", "C", "C", "C", "C", "O", "C", "C", "C", "H", "O", "C", "C", "H", "O", "Cr", "H", "H", "H", "H", "O", "C", "C", "C", "H", "C", "C", "C", "O", "H", "H", "P", "Br", "H", "C", "C", "C", "C", "H", "H", "C", "H", "Cl", "O", "H", "C", "O", "C"],
  "coordinates": [[-4.33549, -4.55792, 3.16468], [2.79016, -1.30338, 2.30204], [4.76000, 0.53359, 3.81568], [5.97310, 2.04347, 2.90333], [1.48797, 0.69810, 0.96993], [-0.62422, 1.70900, 6.84632], [-2.41263, 3.04855, 0.95022], [0.08333, -3.21563, 3.03616], [5.04173, 3.12463, 0.96250], [0.22000, -0.96161, 3.61599], [2.90371, -1.40963, 4.45092], [3.62418, -3.94771, 2.33244], [0.96636, 2.30445, 5.53932], [-0.92592, -3.12628, 2.65087], [2.95059, -1.99430, 1.10174], [-5.40951, -4.50674, 2.60315], [-0.30708, 0.27516, 5.28411], [-0.03942, 1.45211, 5.97248], [4.83484, 1.26380, 3.01786], [1.16341, 3.22626, 6.07016], [-0.18707, 3.15623, 1.72361], [3.04305, -1.93873, 3.51701], [6.07490, 2.97329, 1.87368], [-4.49502, -2.83553, 1.16953], [-0.14034, -1.52283, 1.15201], [-0.19149, 0.04133, 0.11398], [-1.79303, -4.57025, 3.96851], [5.12605, 3.84602, 0.16046], [6.96772, 3.57852, 1.78201], [2.71968, -1.50601, 0.16125], [-1.95710, -0.46766, -0.57462], [3.36724, -3.31529, 1.12229], [-1.14986, -2.20999, 1.59722], [3.79188, 1.41833, 2.10371], [-1.09999, -0.38223, 5.61590], [-2.75144, -1.24828, -0.04294], [-3.49606, -2.89800, 1.58055], [1.71386, 1.98170, 4.41645], [-0.65054, 2.03049, -0.34012], [3.48314, -3.85477, 0.19141], [3.65864, -3.75759, 4.47093], [2.30604, 0.41706, 2.20563], [1.01498, -0.59399, -1.78662], [-3.76283, -1.29364, -0.46182], [0.43840, -0.05214, 4.16509], [3.46170, -3.26268, 3.52901], [-2.45668, -2.11313, 1.06203], [1.45824, 0.79566, 3.73106], [6.78370, 1.92515, 3.61028], [3.08162, 2.45000, 0.36787], [-1.95262, -3.87435, 3.15650], [2.48554, 2.65626, 4.06937], [-1.15936, 2.39487, 1.02540], [-1.28964, 1.03257, 1.64085], [3.94762, -4.98080, 2.34303], [-3.23870, -3.74926, 2.61361], [-4.08413, -5.25850, 4.12264], [3.89532, 2.34736, 1.07355]],
  "atomic_forces_ev_per_a": [[0.260, -0.150, -0.279], [0.096, -0.120, 0.015], [-0.006, -0.008, -0.006], [-0.014, 0.005, -0.026], [0.006, -0.035, -0.073], [0.004, 0.003, 0.000], [0.269, -0.294, -0.078], [-0.031, -0.022, -0.019], [-0.037, -0.019, -0.004], [0.049, 0.102, 0.059], [0.001, 0.020, 0.025], [-0.014, 0.011, -0.007], [-0.030, -0.019, 0.015], [0.065, -0.026, -0.005], [0.023, -0.004, 0.035], [-0.138, 0.103, 0.038], [0.035, 0.014, -0.013], [0.016, 0.025, -0.011], [-0.039, 0.010, -0.023], [0.000, -0.002, 0.002], [-0.244, -0.129, -0.130], [0.039, -0.039, -0.088], [0.001, -0.017, 0.025], [0.007, 0.011, 0.002], [-0.010, 0.451, 0.016], [-0.189, -0.449, 0.224], [-0.007, 0.014, -0.019], [-0.008, -0.006, 0.004], [-0.006, -0.003, 0.005], [0.039, -0.023, 0.042], [-0.127, -0.012, -0.015], [-0.017, -0.021, 0.009], [0.051, -0.113, -0.040], [0.047, 0.007, 0.054], [-0.004, -0.002, -0.002], [0.054, 0.050, -0.101], [0.020, 0.074, -0.112], [-0.060, -0.071, 0.005], [0.023, 0.188, 0.499], [0.000, 0.003, 0.001], [-0.005, -0.001, 0.005], [0.016, 0.005, -0.104], [0.063, 0.047, -0.361], [-0.003, -0.030, 0.006], [-0.022, -0.036, -0.012], [-0.013, 0.038, -0.014], [-0.157, 0.038, -0.037], [-0.067, 0.193, 0.121], [-0.006, -0.004, -0.001], [-0.003, 0.002, -0.008], [-0.048, -0.049, 0.064], [0.016, -0.002, -0.005], [0.135, -0.317, -0.026], [0.026, 0.645, -0.044], [0.000, 0.004, 0.002], [-0.059, -0.055, 0.202], [-0.013, 0.002, 0.171], [0.018, 0.016, 0.021]],
  "nbo_charge": [0.5384, -0.4697, 0.2195, -0.2144, -1.0618, 0.2180, -0.7491, 0.2388, -0.2265, 0.2108, 0.2244, -0.1847, -0.2159, -0.3022, -0.0964, -0.3776, -0.2338, -0.1646, -0.1730, 0.2213, -0.7649, -0.1848, -0.1832, 0.2524, -0.6486, 1.0992, 0.2532, 0.2225, 0.2188, 0.2394, -0.5206, -0.2249, 0.5049, -0.4530, 0.2206, 0.4562, -0.0900, -0.1515, -0.7770, 0.2240, 0.2195, 1.9956, -0.3337, 0.1662, -0.1010, -0.2239, -0.3057, -0.4779, 0.2197, 0.2386, -0.1216, 0.2287, 2.5240, -0.8196, 0.2187, -0.0451, -0.3770, -0.1003],
  "homo_lumo_gap_ha": [0.2806, 0.2836],
  "homo_ha": [-0.33031, -0.31791],
  "relative_energy_kcal_mol": 0.0,
  "max_force_ev_per_a": 0.65,
  "s_squared": 0.7725,
  "multiplicity": 2
}

---

Record 4
{
  "formula": "C9H10AgN3O13P2",
  "method": "ωB97M-V/def2-TZVPD",
  "symbols": ["P", "Ag", "H", "C", "O", "C", "H", "N", "H", "O", "H", "H", "O", "C", "H", "P", "H", "O", "O", "O", "C", "O", "O", "C", "O", "O", "C", "O", "C", "H", "O", "O", "N", "H", "N", "C", "C", "H"],
  "coordinates": [[-0.43993, 1.11817, 3.09232], [0.94342, -0.86226, 0.73171], [-1.66792, 1.22723, 4.80994], [-0.97070, -3.46890, -2.96623], [-2.48181, -4.92182, -4.73688], [-0.12267, -1.27813, -2.27220], [1.79762, 0.07984, 4.11890], [0.73156, 2.84978, 1.43149], [0.07046, 2.13767, 1.01682], [0.61504, -0.53636, -1.59808], [1.09559, 3.13570, 4.83574], [0.02442, 4.08825, 3.81457], [2.40790, 0.65909, 1.51435], [-1.60965, -1.53031, -4.27183], [1.61451, 2.87386, 0.91874], [2.58996, 1.48915, 2.75130], [-2.12830, -1.08008, -5.10310], [-0.87411, 1.45256, -2.72868], [-1.03531, 1.03174, 1.71956], [0.75941, -4.67126, -1.21218], [-0.24104, -2.72190, -2.08621], [-3.02359, -3.17931, -5.87775], [3.63225, 2.54492, 2.78363], [0.96085, 3.52259, 3.82629], [-0.95066, 1.03742, -4.83504], [2.61859, 0.62926, 4.09352], [-0.88903, -0.75756, -3.39405], [0.05745, -0.08087, 3.83756], [0.93231, 2.35566, 2.85711], [-0.99502, -4.53870, -2.81851], [-1.46439, 1.86862, 4.12103], [0.52033, -2.96491, 0.19871], [-2.43461, -3.71190, -4.93482], [0.28354, 3.76226, 1.40900], [-0.90149, 0.67150, -3.65951], [0.42904, -3.50939, -0.94327], [-1.66340, -2.89457, -4.05051], [1.80938, 4.17295, 3.60653]],
  "atomic_forces_ev_per_a": [[0.083, -0.246, 0.162], [0.061, -0.135, 0.004], [0.056, 0.004, 0.076], [0.012, 0.022, 0.039], [-0.021, -0.006, 0.021], [-0.002, 0.000, 0.091], [-0.045, 0.032, -0.004], [-0.074, 0.039, -0.007], [0.016, 0.037, 0.004], [0.033, -0.007, -0.042], [0.001, -0.005, 0.001], [-0.004, -0.009, -0.006], [0.152, -0.052, -0.059], [0.069, -0.061, 0.108], [0.000, -0.074, -0.010], [-0.049, 0.091, 0.152], [-0.004, 0.010, -0.004], [-0.048, 0.000, 0.016], [-0.084, -0.025, 0.120], [0.028, 0.004, -0.017], [-0.007, -0.037, -0.032], [-0.021, -0.003, 0.019], [0.028, 0.056, -0.031], [-0.042, 0.011, 0.001], [-0.064, -0.001, 0.006], [0.034, -0.049, -0.010], [-0.120, 0.108, -0.101], [-0.006, 0.035, -0.082], [0.029, 0.048, 0.005], [-0.007, -0.002, -0.013], [-0.113, 0.164, -0.218], [-0.029, 0.085, -0.081], [0.073, 0.024, -0.044], [0.017, -0.009, -0.003], [0.162, 0.004, -0.030], [-0.064, -0.012, 0.036], [-0.059, -0.025, -0.054], [0.006, -0.013, -0.010]],
  "nbo_charge": [2.3564, 0.8971, 0.4998, -0.1298, -0.4410, 0.5245, 0.5351, -0.7128, 0.4951, -0.7285, 0.2408, 0.1963, -1.2258, -0.1274, 0.4448, 2.4000, 0.2496, -0.3830, -1.1527, -0.7303, -0.2569, -0.4663, -1.1633, -0.6323, -0.4583, -1.0318, -0.1390, -1.1753, -0.6488, 0.2566, -1.0186, -0.8405, 0.5291, 0.4002, 0.5334, 0.7717, -0.0960, 0.2280],
  "homo_lumo_gap_ha": 0.2534,
  "homo_ha": -0.09237,
  "max_force_ev_per_a": 0.31,
  "charge": -2
}

---

Record 5
{
  "formula": "C9H11NO",
  "method": "ωB97M-V/def2-TZVPD",
  "symbols": ["H", "H", "H", "H", "H", "C", "H", "H", "H", "H", "H", "C", "N", "C", "C", "C", "H", "C", "O", "C", "C", "C"],
  "coordinates": [[2.85746, 1.90626, 0.49984], [1.28871, 2.15019, -0.95491], [-0.73373, -2.20509, 0.30938], [-2.97851, -2.14990, 0.90420], [-4.13293, -0.00986, 0.44830], [-1.11530, 0.78135, -0.82291], [2.78607, -1.70584, 0.46086], [2.00291, -0.56448, 1.72963], [3.64688, -0.13529, 1.07169], [-0.40334, 1.61071, -1.39905], [-2.99258, 1.95128, -0.82189], [1.71910, 1.50936, -0.06500], [1.96832, 0.08682, -0.26045], [-0.44628, -0.41804, -0.48993], [-2.49700, 0.99764, -0.49615], [-2.48005, -1.28785, 0.44948], [0.91271, 1.92610, 0.81587], [-3.15183, -0.00499, 0.12303], [1.31363, -1.71583, -1.50765], [2.59303, -0.54582, 0.91129], [-1.21255, -1.44064, -0.00908], [1.05530, -0.73609, -0.89654]],
  "atomic_forces_ev_per_a": [[-3.465, -0.695, -2.339], [1.868, -1.598, 1.384], [3.108, -5.716, 1.448], [-0.084, 0.671, -0.036], [-2.002, 0.727, 0.322], [2.072, 1.569, -0.975], [-0.449, 3.012, 1.797], [-1.875, 0.090, 2.833], [-1.592, -0.341, 0.011], [-2.662, -2.101, 1.577], [0.522, -1.111, 0.536], [0.609, 3.217, 3.074], [0.627, 1.594, 0.644], [0.209, 2.229, -2.858], [1.734, 1.270, -1.493], [-1.651, 2.537, -1.484], [1.847, -1.843, -1.925], [1.634, -3.956, 1.342], [0.663, -1.115, -0.633], [4.160, -3.242, -5.257], [-1.991, 3.427, 0.376], [-3.284, 1.375, 1.658]],
  "nbo_charge": [0.2122, 0.2238, 0.1972, 0.2186, 0.2095, -0.1743, 0.2246, 0.1817, 0.2133, 0.2086, 0.2282, -0.4332, -0.5283, -0.1417, -0.2409, -0.1888, 0.1830, -0.1972, -0.5210, -0.3964, -0.2034, 0.7246],
  "homo_lumo_gap_ha": 0.3641,
  "smiles": "CN(C)C(=O)c1ccccc1",
  "homo_ha": -0.33497,
  "relative_energy_kcal_mol": 93.9,
  "max_force_ev_per_a": 7.45
}